Formula: C25H45ClP2Sc
Source: the Open Molecules 2025 dataset
Level of theory: ωB97M-V with the def2-TZVPD basis set

```
74
Properties=species:S:1:pos:R:3:forces:R:3
Sc -0.3699 0.1398 -5.4604 -0.76 0.35 4.82
C -0.7573 -2.3468 0.6381 1.04 0.92 0.06
C 0.5706 -2.3876 0.1175 -0.47 0.83 0.68
C 0.5663 -0.9712 1.9261 -0.55 -0.78 -1.13
C -0.7622 -1.4535 1.7431 1.23 0.11 -0.82
C 1.3888 -1.5446 0.9214 -1.47 -0.11 0.05
C -1.9223 -3.1153 0.1568 -0.27 -0.31 -0.01
H -1.7088 -3.6057 -0.7978 -0.09 -0.09 0.04
H -2.7980 -2.4694 0.0110 -0.24 -0.08 -0.03
H -2.2070 -3.8886 0.8850 -0.16 0.00 -0.30
C -1.9281 -1.0649 2.5619 -0.33 -0.05 0.38
H -2.8577 -1.4460 2.1228 -0.01 0.06 0.15
H -2.0061 0.0297 2.6501 -0.13 -0.08 0.15
H -1.8461 -1.4730 3.5797 -0.26 0.18 -0.05
C 1.0241 -0.0645 2.9967 0.20 0.23 0.43
H 1.5439 -0.6265 3.7902 -0.05 0.29 -0.04
H 0.1769 0.4571 3.4624 0.22 0.00 -0.01
H 1.7308 0.6857 2.6084 -0.08 -0.02 0.19
C 2.8431 -1.3310 0.7776 0.37 -0.01 0.07
H 3.3987 -1.9004 1.5369 0.14 0.15 -0.17
H 3.1041 -0.2725 0.8993 0.12 -0.01 0.02
H 3.1917 -1.6534 -0.2080 0.13 0.01 0.06
C 1.0265 -3.1792 -1.0473 0.29 -0.43 -0.17
H 1.3845 -4.1714 -0.7213 -0.03 0.12 -0.44
H 1.8541 -2.6813 -1.5762 -0.06 -0.15 0.07
H 0.2225 -3.3319 -1.7831 0.07 -0.12 0.05
C -1.8965 0.8061 -6.6828 -0.75 1.12 -0.74
C -2.0696 -0.5518 -6.4975 -0.57 -0.89 -0.04
C -1.0426 -1.6319 -6.7993 -1.41 -0.61 -0.95
C 0.4984 -1.3334 -7.0907 1.68 -0.67 -0.89
C 1.4387 -0.5492 -6.1691 0.91 -1.07 -0.28
C 1.5021 0.8400 -6.0568 0.74 0.52 -0.06
C 0.6162 1.8514 -6.7587 1.41 0.45 -0.78
C -0.7379 1.4300 -7.4442 -1.22 0.77 -1.32
H -1.3521 -2.1274 -7.7379 0.39 -0.02 0.50
H 0.5781 -1.0021 -8.1446 -0.08 -0.04 0.56
H -1.1231 -2.4060 -6.0056 0.04 0.29 -0.28
H -0.5153 0.8836 -8.3770 -0.05 0.15 0.43
H -2.6608 1.5100 -6.3505 -0.03 -0.32 -0.34
H -3.0012 -0.9157 -6.0536 0.40 0.16 0.08
H -1.1515 2.4135 -7.7420 0.38 -0.53 -0.07
H 0.4382 2.7361 -6.1124 0.07 -0.44 0.04
H 2.2554 1.2984 -5.4114 -0.28 -0.34 0.00
H 1.2001 2.2610 -7.6041 -0.45 -0.06 0.29
H 0.9132 -2.3592 -7.0488 -0.27 0.55 -0.22
H 2.0877 -1.1774 -5.5362 -0.11 0.51 -0.56
P -2.0706 1.2978 -1.8601 1.87 -0.81 -1.29
P 1.7347 1.9313 -1.2922 0.78 -0.80 0.99
C -0.9267 2.4537 -2.7236 -0.28 0.46 -0.16
C 0.5045 2.8828 -2.2973 0.36 1.02 -0.49
H -1.5265 3.3818 -2.8061 0.24 -0.32 -0.17
H -0.8499 2.0859 -3.7722 -0.44 -0.07 0.38
H 1.0529 3.0735 -3.2439 -0.48 0.33 0.33
H 0.3949 3.8497 -1.7740 0.12 -0.40 -0.29
C 2.6790 3.3566 -0.5264 -0.30 -0.04 -0.21
H 3.3924 2.9871 0.2298 -0.36 0.00 -0.39
H 1.9648 4.0191 -0.0221 0.19 -0.10 -0.01
H 3.2304 3.9356 -1.2846 -0.19 -0.13 0.22
C 2.9891 1.4640 -2.5748 -0.23 0.10 -0.13
H 3.2271 2.3095 -3.2349 0.08 -0.12 0.07
H 2.5588 0.6537 -3.1658 0.10 -0.10 -0.11
H 3.9185 1.0752 -2.1283 -0.45 0.21 0.02
C -3.5892 1.2504 -2.8368 -0.43 0.38 0.27
H -4.1682 0.3626 -2.5522 0.12 0.21 0.02
H -3.3852 1.1964 -3.9173 0.16 0.02 0.39
H -4.1929 2.1472 -2.6399 0.08 -0.23 -0.12
C -1.3322 -0.3395 -1.9804 -0.70 -0.04 -0.04
H -0.7684 -0.5459 -1.0671 0.39 -0.50 0.49
H -0.6498 -0.4613 -2.8322 0.10 0.21 0.07
H -2.1353 -1.0860 -2.0807 0.30 0.09 0.23
Cl -0.8354 2.2331 0.7195 -1.20 -0.32 -0.67
C -2.3522 1.7268 -0.1558 0.13 0.34 1.19
H -3.1015 2.5279 -0.1093 0.26 -0.12 0.12
H -2.7370 0.8341 0.3620 0.12 0.16 -0.08
```
Positions in Å, forces in eV/Å.

calculated total energy = -78441.4751 eV
energy relative to the best compared isomer or geometry (same formula, charge and spin) = 0.000 eV
LUMO = -3.81 eV
M = 487.99 g/mol
E_HOMO = -6.89 eV
total charge = +1
spin multiplicity = 1

=====

Formula: C25H45N2O
Source: the Open Molecules 2025 dataset
Level of theory: ωB97M-V with the def2-TZVPD basis set

```
73
Properties=species:S:1:pos:R:3:forces:R:3
C -3.7597 -3.1661 -4.2250 0.19 0.19 0.56
C -3.9516 -3.1597 -2.7862 0.33 0.11 -0.38
C -3.2309 -2.1389 -1.7589 -0.88 0.86 -1.61
C -1.7198 -1.8470 -2.2381 3.26 -0.22 -1.10
C -0.8512 -3.0548 -2.6870 1.55 3.50 -0.18
C 0.6269 -2.8650 -3.1902 -3.58 0.50 1.13
C 1.4036 -4.1945 -3.6047 0.53 -0.53 0.46
C 1.6507 -5.1927 -2.3346 -0.47 -1.08 0.23
C 0.3374 -6.1192 -2.0294 0.01 0.17 -0.40
C 2.8455 -6.2568 -2.6637 -1.29 0.27 -0.22
N 1.1727 -1.5227 -3.2454 -1.75 0.00 1.80
C 2.5531 -1.2696 -3.7552 1.33 0.64 -0.98
C 2.4317 -0.8942 -5.3400 -0.26 0.07 -0.48
N 1.0929 -1.1436 -5.9432 0.95 0.19 0.43
C 0.4105 -0.3438 -2.8283 -2.80 -0.96 0.76
O 1.0016 0.9654 -2.9114 -0.88 -3.19 -1.01
C -1.0615 -0.4343 -2.2851 1.50 -2.23 -0.89
C -1.8445 0.8831 -1.8029 0.81 0.33 -0.14
C -2.3867 0.8112 -0.2934 0.23 0.72 0.59
C -1.3020 1.3244 0.8014 -0.87 -0.17 0.73
C -1.5453 2.8742 1.2428 0.83 -1.77 0.05
C -0.5660 3.2142 2.4748 -0.53 0.71 0.07
C -1.2684 4.2714 3.4678 0.20 0.52 0.92
C -0.8930 4.0101 5.0276 0.22 0.67 -0.21
C 0.2632 4.9986 5.5754 0.70 -0.85 0.46
C 0.9749 4.3811 6.9038 0.08 0.48 0.38
C 1.5919 5.5208 7.8691 0.75 0.10 -0.99
C 3.0181 5.0478 8.4840 -1.32 0.56 0.36
H -2.9698 -3.8749 -4.6784 -2.83 -0.41 0.34
H -4.2897 -2.4754 -4.9742 2.21 0.41 1.44
H -4.6943 -3.9062 -2.3345 2.57 -0.22 -0.22
H -3.8164 -1.1575 -1.7962 0.98 -1.05 0.61
H -3.2082 -2.6208 -0.7143 -0.18 0.89 -1.63
H -1.3407 -4.0881 -2.6552 1.13 1.72 -0.15
H 2.4349 -4.0259 -4.0647 -1.54 0.20 0.57
H 0.8177 -4.8365 -4.3706 0.67 1.47 1.15
H 1.8441 -4.6066 -1.3732 0.07 -0.60 -1.50
H 0.6378 -7.2351 -2.0004 -0.54 1.90 0.17
H -0.1789 -5.8191 -1.0555 0.73 -0.52 -1.33
H -0.4278 -6.0110 -2.8812 1.09 -0.26 1.23
H 2.3461 -7.0545 -3.3378 1.11 1.27 0.88
H 3.1497 -6.7961 -1.6981 -0.24 0.98 -1.48
H 3.7132 -5.7653 -3.2179 -1.00 -0.80 0.97
H 3.0816 -0.3964 -3.2113 -1.32 -1.51 -0.58
H 3.2579 -2.1630 -3.6634 -1.51 1.07 0.21
H 3.1774 -1.5493 -5.9145 -0.92 1.25 0.86
H 2.6559 0.2289 -5.5093 -0.08 -1.93 0.28
H 0.7979 -2.1248 -5.8735 0.02 0.80 0.01
H 0.3756 -0.4875 -5.6127 0.33 -0.73 -0.22
H 1.1661 1.1505 -3.8730 -0.08 -0.12 1.09
H -2.6781 1.1916 -2.5456 1.29 -0.94 1.11
H -1.0929 1.7643 -1.8336 -1.17 -1.53 -0.04
H -2.7326 -0.2204 0.0493 0.42 1.34 -0.86
H -3.2895 1.5324 -0.2084 1.37 -1.29 -0.22
H -0.2175 1.1170 0.4995 -1.47 0.38 0.20
H -1.4955 0.6945 1.7546 0.43 0.99 -1.48
H -2.6248 2.9187 1.6159 1.43 0.19 -0.73
H -1.3703 3.5103 0.3094 -0.39 -0.49 1.50
H -0.3136 2.2728 3.0896 -0.55 1.26 -1.10
H 0.4273 3.6321 2.0947 -1.32 -0.57 0.49
H -2.4123 4.2464 3.3999 1.62 -0.21 -0.19
H -0.9682 5.3668 3.2362 -0.44 -1.82 0.14
H -0.5478 2.9131 5.1328 -0.61 1.72 0.06
H -1.8296 4.2042 5.6790 1.52 -0.57 -1.01
H 1.1004 5.1496 4.7902 -1.41 -0.25 1.09
H -0.1354 6.0375 5.8376 0.30 -1.47 -0.46
H 0.2279 3.7855 7.5340 0.89 0.69 -1.05
H 1.8377 3.6659 6.6294 -1.44 1.03 0.19
H 0.8413 5.8164 8.6773 1.13 -0.50 -0.98
H 1.7772 6.4687 7.2340 -0.28 -1.40 0.97
H 3.7627 4.8019 7.6516 -1.12 0.25 1.20
H 2.7789 4.1246 9.1376 0.84 1.46 -0.97
H 3.4302 5.9217 9.1206 -0.51 -1.66 -0.90
```
Positions in Å, forces in eV/Å.

calculated total energy = -31664.7765 eV
energy relative to the best compared isomer or geometry (same formula, charge and spin) = 8.891 eV
LUMO = -3.99 eV
M = 389.65 g/mol
E_HOMO = -10.24 eV
SMILES string = C=CCc1cc(CC(C)C)[n+](CCN)c(O)c1CCCCCCCCCCC
total charge = +1
spin multiplicity = 1